[1]
{
  "formula": "C9H21Mg2N3O12S3",
  "method": "ωB97M-V/def2-TZVPD",
  "e_tot_ha": -3017.1877,
  "molar_mass_g_mol": 508.09,
  "homo_energy_ev": -8.49,
  "species": ["S", "S", "S", "Mg", "Mg", "O", "O", "O", "O", "O", "O", "O", "O", "O", "O", "O", "O", "N", "N", "N", "C", "C", "C", "C", "C", "C", "C", "C", "C", "H", "H", "H", "H", "H", "H", "H", "H", "H", "H", "H", "H", "H", "H", "H", "H", "H", "H", "H", "H", "H"],
  "xyz": [[-4.324443, -2.293791, -1.020588], [-1.772393, -1.016941, 3.455182], [2.667297, 4.591079, 1.734882], [-1.280073, -1.826431, 0.235862], [2.337307, -1.523361, -0.233808], [3.472627, -0.619491, 1.276372], [0.340047, -4.170391, -2.869338], [3.361237, -0.315031, 3.365462], [1.384297, 0.092919, -0.682938], [-0.531723, -3.128111, -1.226128], [0.597587, -1.091691, 0.616802], [-1.963603, -1.185151, 1.919332], [5.169607, -0.085781, 2.366272], [-3.053003, -1.873071, -0.263838], [1.560897, -2.837811, -1.642248], [-0.760633, -0.050401, -0.246078], [3.931357, 4.686389, 2.632392], [-1.778453, -0.604941, -5.000448], [4.004947, -0.361331, 2.308362], [0.443187, -3.373841, -1.978288], [-0.140043, -1.926071, 3.656732], [0.449457, 0.295269, -3.768438], [2.844257, 5.416339, 0.068922], [-0.989413, 0.664659, 3.565852], [-0.820373, -0.149761, -4.500838], [0.414337, 0.056299, 0.071022], [-5.137113, -0.698521, -1.491198], [2.564717, 2.951419, 0.944592], [-3.595653, -2.671071, -2.655788], [-4.332353, -2.690291, -3.458908], [-5.765873, -0.754181, -2.379828], [2.043677, 2.324549, 1.668232], [-0.225713, -2.862381, 3.105302], [-0.641823, 0.879929, 4.576272], [1.881247, 5.501149, -0.434578], [3.638927, 5.035429, -0.572568], [-2.717573, -2.048251, -2.826538], [1.394307, 0.473029, -4.282008], [0.673747, -1.345751, 3.221912], [3.534947, 2.547089, 0.656002], [3.176347, 6.415969, 0.349182], [0.215657, 1.111159, -3.084508], [-5.677223, -0.200621, -0.685918], [0.515747, -0.498031, -3.023878], [1.986727, 2.916009, 0.021132], [-0.070033, 0.651359, 2.980472], [0.185497, -2.196951, 4.661102], [-4.341533, -0.020801, -1.800788], [-1.527393, 1.531759, 3.182682], [-3.343553, -3.721561, -2.510868]],
  "forces_ev_per_angstrom": [[1.1117, 1.6285, -0.9132], [2.3565, 0.4898, -2.3039], [1.5784, -0.1364, 0.0315], [1.6023, 0.3713, 0.2157], [-0.5636, 0.7754, 1.2727], [-3.0558, -2.1625, -6.2352], [0.4632, 0.5875, -0.2396], [-1.6240, -0.4506, 0.2252], [4.7227, 7.4961, -4.5987], [-0.9040, 0.2715, 0.0656], [2.2879, -6.5618, 8.7677], [-0.7217, -0.0465, 3.1434], [2.6423, 0.2860, -0.9535], [-2.7471, -0.7104, -0.9595], [0.4509, -0.0590, -0.6647], [-6.3811, 7.4475, -2.6104], [-2.3016, -0.1906, -2.3975], [2.1938, 1.1763, 1.2892], [1.6492, 1.4618, 5.8983], [0.3981, -0.3971, 1.6150], [-0.0272, 0.0162, 0.2414], [-2.0762, -0.7771, 0.7414], [0.9223, 0.9851, 1.1540], [0.7667, -0.0135, 0.0434], [-0.2347, -0.3033, -0.8999], [-0.2845, -8.2605, -3.2604], [0.6641, 0.3858, -0.1441], [-0.1583, -0.4983, 0.4184], [-0.8105, -1.0207, 0.5946], [-0.0024, 0.5009, 0.0558], [-0.1871, -0.6894, 0.1899], [0.3963, -0.3389, -0.0080], [-0.3605, 0.1085, -0.0852], [-0.3700, -0.2425, 0.2435], [0.0097, -0.3163, 0.1895], [-0.1866, -0.5102, 0.1337], [-0.2828, 0.0472, -0.0110], [-0.5646, -0.2617, -0.4419], [-0.2652, 0.1708, -0.2311], [0.1962, 0.1104, 0.5315], [-0.1624, 0.2338, -0.1300], [-0.0980, 0.3670, -0.4508], [0.0455, -0.5219, 0.1950], [0.7156, -0.2300, -0.0952], [-0.2783, 0.5927, 0.1095], [-0.0548, -0.4817, -0.2029], [-0.5934, 0.3023, 0.2924], [0.3507, -0.1254, 0.2077], [-0.8083, -0.5554, 0.1199], [0.5809, 0.0496, -0.1491]]
}


[2]
{
  "formula": "C37H94BeIO15",
  "method": "ωB97M-V/def2-TZVPD",
  "e_tot_ha": -2907.4365,
  "molar_mass_g_mol": 915.06,
  "homo_energy_ev": -5.94,
  "charge": -1,
  "species": ["I", "O", "O", "O", "O", "O", "O", "O", "O", "O", "O", "O", "O", "O", "O", "O", "C", "C", "C", "C", "C", "C", "C", "C", "C", "C", "C", "C", "C", "C", "C", "C", "C", "C", "C", "C", "C", "C", "C", "C", "C", "C", "C", "C", "C", "C", "C", "C", "C", "C", "C", "C", "C", "Be", "H", "H", "H", "H", "H", "H", "H", "H", "H", "H", "H", "H", "H", "H", "H", "H", "H", "H", "H", "H", "H", "H", "H", "H", "H", "H", "H", "H", "H", "H", "H", "H", "H", "H", "H", "H", "H", "H", "H", "H", "H", "H", "H", "H", "H", "H", "H", "H", "H", "H", "H", "H", "H", "H", "H", "H", "H", "H", "H", "H", "H", "H", "H", "H", "H", "H", "H", "H", "H", "H", "H", "H", "H", "H", "H", "H", "H", "H", "H", "H", "H", "H", "H", "H", "H", "H", "H", "H", "H", "H", "H", "H", "H", "H"],
  "xyz": [[0.149770, 0.079053, 0.579384], [3.245632, -0.129988, 2.090521], [-2.733197, 3.425874, 2.059306], [-0.852084, 1.959574, -1.997174], [0.882124, 4.010294, -1.759222], [2.967756, 1.067666, -2.543618], [3.496852, 1.017613, 4.879279], [-1.710178, -2.824169, -4.287059], [-2.705871, -2.099377, -1.360800], [-1.505685, 4.728938, -2.064250], [1.771705, 4.113205, -4.320613], [0.019840, -5.726268, 4.205195], [-0.311581, 3.347794, -4.022617], [-2.533710, -4.906037, 5.485910], [0.338115, -3.031990, -0.767142], [-1.741722, 5.238345, -0.025732], [0.639088, 3.810213, -4.705894], [3.640043, 1.416587, -3.781579], [-2.598232, 3.634758, 4.429981], [-1.884445, -1.415745, -4.253940], [-4.668169, -3.763039, 5.485152], [2.492775, -2.881092, -1.966657], [-0.627501, 4.125032, 3.082785], [-1.888977, 5.530883, -1.173053], [-0.692684, -0.590138, -3.743822], [-3.102093, 2.241982, -3.045395], [-2.595733, -4.389306, -0.583085], [-2.155411, 4.210562, 3.041219], [3.306756, 0.386443, -4.876273], [2.781030, 3.710243, -0.218580], [3.851856, -0.633408, 0.901055], [-0.122381, -5.328444, 2.822329], [1.647788, 2.392551, 5.627960], [1.521857, -3.848135, -1.274205], [0.300462, 3.894964, -6.140673], [4.082082, -2.091605, 1.055636], [-4.499212, -6.154558, 4.771789], [-2.829386, 2.026624, -0.651508], [1.581899, 4.548362, -0.601402], [0.504902, -3.944029, 2.718129], [0.919884, -4.794079, -2.295732], [-3.141179, -2.939834, -0.369616], [-2.778245, -2.541098, 1.095567], [-2.425386, 6.833556, -1.658029], [1.368377, -0.022533, 4.932432], [0.379579, -6.460469, 1.928092], [-2.242292, 1.536967, -1.982896], [5.043560, 0.294254, 0.584241], [-2.072185, -0.973318, -5.681704], [5.120245, 1.466374, -3.550695], [-3.747102, -4.821593, 4.784289], [2.068232, 5.954412, -1.071473], [2.070779, 1.263371, 4.712897], [-0.537851, 3.468502, -2.369196], [-2.731281, 1.954376, -4.007584], [-2.082965, 2.669934, 4.615462], [-2.243212, 0.444948, -2.150166], [-3.759509, 1.508711, -0.427564], [-5.742311, -3.923855, 5.273453], [4.597955, -2.361270, 2.005548], [-0.090521, -4.896263, 4.713422], [3.159094, 2.366851, -4.129194], [2.198898, 3.333930, 5.357108], [3.054868, 3.965322, 0.777984], [0.258415, -5.482167, -1.841305], [-2.980913, 3.126564, -0.632106], [-2.719233, -1.497292, 1.328842], [1.530710, 4.135395, -2.490697], [4.671973, 1.239769, 0.322537], [-1.142554, -1.081280, -6.224453], [-0.297107, 3.086478, 3.092403], [-0.071373, -7.405239, 2.275719], [-0.224088, 4.691220, 3.938929], [1.504279, -6.595875, 1.966280], [0.440333, -4.234863, -3.091865], [-1.734816, -2.015308, -1.324454], [0.771738, 4.447594, 0.253481], [-2.021988, -5.632717, 5.082789], [3.319357, -3.422295, -2.371498], [1.943479, 1.635910, 3.657931], [-1.194101, -5.205416, 2.521352], [-2.795771, -1.548348, -6.267592], [5.632346, 1.504494, -4.533795], [1.921854, -2.370513, -2.730873], [2.663041, 2.584984, -0.190612], [3.293614, 0.975111, -5.783517], [-3.560304, -4.500743, 3.826456], [5.701289, -0.041253, -0.174174], [5.577805, 2.323832, -3.028101], [2.306676, -0.235439, 2.026048], [-2.519245, 4.370323, 5.246215], [-5.348682, -6.093326, 4.163053], [-3.689566, 3.418874, 4.380129], [1.599831, -0.480327, 5.880961], [-4.504760, -2.768900, 5.106506], [-0.046399, -3.161034, 3.328069], [-2.188774, 1.805781, 0.223764], [3.156498, -0.496279, 0.094155], [0.601349, -3.576311, 1.718351], [-0.533119, 4.629622, -6.364872], [-0.137181, 4.537932, 2.264744], [-2.035561, 7.506204, -0.844085], [2.796422, -2.197148, -1.183671], [-2.719215, -4.905324, 0.345448], [-1.800317, -2.939409, 1.436745], [-3.052290, 3.359198, -2.972126], [-4.822449, -6.472728, 5.760618], [-3.851752, -6.959465, 4.338732], [2.165887, 1.550908, -2.495990], [-2.726945, -1.141376, -3.534648], [1.500885, -4.015629, 3.218140], [-4.165235, 2.007518, -2.922922], [-3.075274, -4.836689, -1.427763], [0.521218, -2.064945, -0.641518], [5.435476, 0.562838, -3.107752], [-1.949715, 7.098596, -2.644198], [-3.511364, 6.814068, -1.572854], [2.537012, 6.528318, -0.259599], [4.655736, -2.453247, 0.184543], [1.181389, 4.114549, -6.739501], [5.678316, 0.510549, 1.446605], [-3.518833, -2.867650, 1.804003], [1.752516, -0.648074, 4.111518], [1.784346, -5.319798, -2.755976], [-0.543947, -0.713350, -2.691399], [2.787784, 5.888973, -1.887568], [0.279732, 0.073930, 4.781291], [2.324357, -0.069242, -4.688527], [-0.750118, 0.503020, -3.934855], [0.077971, -6.245221, 0.889589], [-2.704755, 3.923524, 1.213413], [-0.244558, 3.013222, -6.520747], [3.114624, -2.684312, 1.049150], [0.188485, -0.962069, -4.198720], [3.700636, 0.467793, 4.113654], [-0.442884, 1.328683, -1.329040], [-2.439821, 5.246242, 2.889385], [4.033875, -0.427447, -4.717558], [1.925396, -4.443903, -0.384925], [-2.515347, 0.011551, -5.688600], [-1.532442, -4.454508, -0.787812], [-1.610373, -3.200310, -3.364265], [1.907346, 2.148327, 6.667621], [0.573191, 2.465430, 5.523164], [3.573677, 3.904344, -0.875576], [-4.231124, -2.870960, -0.520770], [-4.470302, -3.791805, 6.545276], [1.182218, 6.500436, -1.432710]],
  "forces_ev_per_angstrom": [[0.0721, 0.0260, -0.0389], [1.2658, 0.3388, 0.4909], [-0.5093, -0.1965, -1.2489], [-0.5488, -1.1703, 0.2684], [1.9200, -0.3227, -0.0756], [1.7597, -0.7182, -0.1666], [-0.7192, 0.3222, -0.0016], [0.5952, -0.6515, 1.5478], [1.4166, 1.3936, -1.1837], [0.0807, -1.3552, -2.9036], [0.3278, 0.3269, 0.7272], [-0.5911, 0.3903, -0.0798], [-0.8005, -0.0369, 1.8737], [0.5752, -0.4154, 0.1668], [1.2624, -0.7014, -0.4686], [-0.3921, 0.2235, 3.9998], [0.0209, -0.2660, -0.8292], [-2.0378, 0.6826, 0.1483], [-1.4668, 0.2449, -0.8092], [-0.6383, 1.1020, 0.9306], [0.0971, -0.5841, -0.8792], [-1.1100, -0.5549, 1.6028], [-0.2109, -0.2136, 0.9515], [0.5626, -0.5469, -1.6934], [-0.3391, -0.0139, 0.0515], [0.6202, 0.7108, 0.0197], [-0.3443, 1.1188, 0.0198], [1.0599, -0.4107, 1.9597], [0.0136, -0.1621, 1.6491], [-1.1693, -1.9366, 0.3094], [0.1942, 1.1698, 0.3858], [-0.7751, 0.4567, 0.0045], [1.0722, 0.1551, 0.0575], [-1.7642, 1.1066, 0.5269], [-1.4471, 0.6295, -2.1012], [0.1226, -1.9054, 0.0570], [2.0191, -0.7574, 0.1277], [0.4514, -0.5387, 1.1267], [-1.4365, -0.2510, 1.2004], [0.6866, 0.1762, 1.4560], [1.8531, 0.3389, -0.3399], [0.1731, -1.3316, 1.5779], [0.6163, -0.1455, -0.1309], [1.2621, 1.2009, 0.9289], [-0.8175, -0.5736, -1.3910], [1.1904, 0.1545, 0.2020], [-1.7953, 1.1903, 0.8131], [-0.0434, -0.9303, 1.6240], [-1.3759, -0.5535, -0.4333], [0.8781, 1.5109, -1.4055], [-2.2582, -0.2376, 2.6886], [-1.2653, 0.0017, 1.0559], [1.3980, 1.3729, -0.5198], [0.0935, 1.3306, -0.4598], [-0.1605, -0.0789, -0.9042], [-0.1545, 0.7256, 0.0972], [-0.1806, 0.6180, 0.4956], [-0.2788, 0.0993, -0.1743], [0.5118, -0.3622, 0.2309], [-0.1284, 0.3119, -0.6711], [0.1235, -0.6921, -0.2153], [0.9691, -0.4191, 0.4057], [-0.7876, -0.7617, 0.1989], [0.4369, 0.4253, 0.8404], [-0.7692, -0.8282, 0.3138], [0.0077, -0.7590, -0.4144], [0.0354, 0.9261, -0.5846], [-0.4856, -0.3287, -0.6725], [-0.7142, 1.2776, -0.6481], [0.3457, 0.4680, -0.0716], [-0.1129, -0.1434, 0.3750], [0.0807, 0.3680, -0.2646], [-0.2338, -0.4573, 0.0336], [-1.1748, 0.2714, -0.0056], [-0.2203, 0.1125, -0.0391], [-0.2812, -0.0844, 0.2421], [1.6483, 0.9606, -1.7244], [-0.0348, 0.3893, 0.2237], [0.7112, -0.1944, -0.3488], [-0.2019, -0.5119, 0.7537], [0.3359, -0.1874, 0.6126], [-0.0609, -0.4272, 0.3965], [-0.3164, -0.1309, 0.2355], [0.0894, 0.2346, -0.2527], [-0.4732, 1.2195, -0.1857], [0.3831, -0.7032, -0.7123], [0.3879, 0.6595, -2.5663], [0.4187, -0.6093, -1.0212], [-0.7714, -0.2780, 0.2461], [-1.1808, -0.0493, -0.3372], [0.5514, -0.3897, -0.2288], [-1.3450, 0.1779, -0.9956], [0.5878, -0.0275, -0.0465], [0.0719, -0.0269, 0.3810], [0.5079, 0.4970, 0.0022], [0.2463, -0.9938, -0.7475], [-0.1564, 0.0193, -0.5944], [-0.4905, 0.1670, -0.5683], [0.0503, 0.2503, -0.7043], [1.2093, -0.1479, 0.6178], [0.5252, 0.9510, -1.8893], [-0.6234, -0.0243, -0.9993], [0.3937, 0.4214, -0.3459], [-0.5075, -0.8486, 0.3932], [-0.4492, 0.0127, -0.4782], [0.2298, -1.0266, 0.0285], [0.1571, 0.1196, 0.1947], [-0.4182, 0.4940, 0.3654], [-1.2228, 0.6531, 0.0636], [0.4867, -0.5051, -1.3358], [-0.3865, 0.1392, -0.6338], [0.3331, -0.4136, 0.0083], [-0.6096, -0.6312, -0.3352], [0.3948, -0.8861, 0.0768], [0.3589, -1.1168, 0.7900], [-1.0645, -0.2376, 0.9508], [0.0228, 0.2265, -0.5224], [-0.1701, -0.2298, -0.1404], [0.0017, -0.0898, 0.4123], [-0.1497, 0.0243, -0.1416], [-0.1034, -0.4286, 0.3382], [-0.5327, -0.7211, 0.1730], [-0.3568, -0.4025, 0.4703], [-0.6096, -0.1031, 0.1803], [0.1025, -0.0924, 0.8774], [-0.0269, -0.3337, -0.0331], [0.3147, -0.0830, 0.1688], [0.1197, 0.4241, -0.1566], [-0.2380, -0.7862, -0.0980], [0.1414, -0.2040, 0.3421], [0.3393, -0.3413, 0.6204], [0.7550, -0.2017, 0.4093], [0.8773, 0.8487, 0.0752], [1.0778, -0.3360, -0.6909], [0.3539, -0.0610, -0.1863], [0.3536, 0.8150, -0.0661], [-0.2378, 0.3597, 0.3087], [-0.1113, 0.1736, -1.0200], [-0.2274, 1.0100, -1.1049], [0.5073, 0.6547, -0.1333], [0.2213, 0.7281, 0.0607], [-0.2901, 0.9450, -1.3752], [-0.1495, 0.0259, -0.1532], [-0.2346, 0.5353, 0.1224], [1.3802, 0.3093, -0.9538], [0.1947, -0.5672, 0.4665], [-0.1030, 0.0089, 0.3728], [0.3790, 0.0114, 0.1304]]
}


[3]
{
  "formula": "C4H6Cl2",
  "method": "ωB97M-V/def2-TZVPD",
  "e_tot_ha": -1076.3692,
  "smiles": "C/C(Cl)=C\\CCl",
  "molar_mass_g_mol": 125.00,
  "homo_energy_ev": -9.42,
  "e_above_lowest_ev": 0.353,
  "species": ["Cl", "Cl", "C", "C", "C", "C", "H", "H", "H", "H", "H", "H"],
  "xyz": [[2.035967, -1.506068, 0.912193], [-0.724523, 2.028306, -1.232051], [0.103706, -1.243574, -0.878497], [0.454766, 0.632195, 0.800338], [0.770975, -0.535441, 0.236505], [-0.751398, 1.297945, 0.435239], [0.832345, -1.365664, -1.684181], [-0.274116, -2.235301, -0.556335], [0.997732, 0.917365, 1.667794], [-1.035919, 2.167925, 1.077895], [-1.661843, 0.555908, 0.543098], [-0.747693, -0.713595, -1.322000]],
  "forces_ev_per_angstrom": [[0.4796, 0.0475, 0.1626], [-0.1220, -0.2238, 0.2048], [-0.7009, -0.2783, -0.6369], [1.2798, -2.1090, -0.0443], [-0.2215, 0.1051, 0.5248], [-3.9948, 0.9852, 0.2227], [-0.0774, -0.2739, 0.0357], [0.4636, 0.4467, -0.1342], [0.4583, 0.5153, 0.4540], [0.5538, -0.8451, -0.3875], [1.6216, 1.5096, -0.7147], [0.2598, 0.1209, 0.3129]]
}